Below is 13 unconnected molecules or ions with the total composition C78H145F5N8, with properties calculated with ωB97M-V with the def2-TZVPD basis set.

Calculated values
Spin multiplicity: 1
LUMO in eV: 0.67
E_HOMO in eV: -7.951
E in eV: -108738.50142

XYZ file:
```
236
Properties=species:S:1:pos:R:3:forces:R:3
C -1.563400 5.548932 3.348322 0.017 1.611 -0.146
C -0.272867 5.201011 4.175638 -0.344 -1.522 -2.714
N 0.828492 6.097232 4.250003 0.745 1.647 -0.766
C 0.487239 7.296809 5.037083 -0.035 1.027 -1.335
C 1.724866 8.174640 5.346532 0.706 -0.061 0.504
C 1.395417 6.481447 2.904011 -0.462 0.187 1.976
C 2.225243 5.381971 2.331158 -0.303 0.620 -1.703
H -1.253035 5.839759 2.303464 -0.390 -0.552 0.900
H -2.179595 6.449198 3.703591 0.899 -1.305 -0.142
H -2.223453 4.666862 3.299195 0.313 0.401 0.011
H -0.440785 4.959854 5.170703 -1.055 -0.653 1.875
H 0.071122 4.240337 3.684599 -0.126 0.872 0.595
H -0.176994 7.979852 4.421208 0.257 -0.657 0.469
H -0.124231 7.074201 5.919966 0.465 -0.415 -0.090
H 2.716887 7.660804 5.230321 -1.036 0.122 -0.347
H 1.693081 9.057357 4.654855 0.347 -0.548 1.073
H 1.773965 8.435785 6.432940 -0.410 0.380 -0.949
H 2.021700 7.340011 3.059891 0.329 0.450 0.199
H 0.604300 6.845346 2.239564 -0.063 -0.310 -0.197
H 2.477899 5.689551 1.293840 0.135 -0.393 0.505
H 1.624285 4.511231 2.264007 -0.486 -1.065 -0.271
H 3.114542 5.119681 2.866644 0.498 0.196 0.498
C -2.183362 -3.348379 8.512032 -1.740 -0.126 0.541
C -1.762242 -2.026608 7.920317 0.742 0.360 -0.239
N -1.277841 -2.015860 6.506561 -2.073 -0.147 1.453
C -1.230768 -0.685389 5.975572 0.291 0.986 -0.523
C -1.019929 -0.685099 4.460561 2.421 0.869 1.429
C -0.134788 -2.819006 6.271872 -0.458 -1.203 -0.935
C 1.133634 -2.431017 6.911002 2.172 1.645 1.272
H -3.118503 -3.704750 8.089024 -0.420 0.173 -0.046
H -2.315512 -3.318534 9.618196 -0.003 0.428 -0.743
H -1.568937 -4.185871 8.369830 1.582 -0.867 -0.411
H -2.608416 -1.342400 7.879216 -0.050 -0.003 0.453
H -1.035475 -1.657805 8.679648 0.035 0.512 -0.760
H -2.175886 -0.111553 6.143413 0.650 -0.633 0.356
H -0.392839 -0.146698 6.443762 -0.139 0.448 0.071
H -0.841012 0.326101 4.096768 -0.276 0.101 0.030
H -0.100364 -1.241384 4.214163 -0.522 0.107 -0.154
H -1.861933 -1.092379 4.032932 -1.769 -1.089 -1.381
H 0.016141 -2.908071 5.176281 -0.023 -0.099 0.608
H -0.410324 -3.821340 6.604504 0.121 -0.135 -0.088
H 1.662455 -1.569575 6.436282 -0.321 -0.737 -0.020
H 1.796204 -3.271381 6.976858 0.638 -0.529 -0.644
H 1.159009 -2.139784 7.977120 -0.950 0.019 -0.229
C 3.040756 4.196158 -4.779779 -1.318 -0.742 1.331
C 2.547737 3.414474 -3.510339 1.514 0.441 0.125
N 2.103783 4.277560 -2.369177 -0.844 -1.306 -1.655
C 3.100089 5.112292 -1.698855 -0.281 0.067 -0.802
C 3.990787 4.279995 -0.777787 -0.319 0.251 -0.555
C 0.886753 5.008815 -2.858766 0.542 -1.117 -0.080
C 0.034466 5.446633 -1.701420 -0.878 2.055 -0.386
H 3.722492 3.602831 -5.334219 0.392 -0.684 -0.783
H 3.583660 5.033247 -4.445614 0.774 1.242 0.367
H 2.215850 4.555983 -5.382999 -0.100 -0.111 -0.254
H 1.710507 2.779334 -3.769313 -0.226 -0.093 -0.177
H 3.380208 2.709417 -3.226359 -0.724 0.788 0.181
H 3.671145 5.751504 -2.429266 -0.258 -0.384 0.639
H 2.460783 5.751269 -1.095080 0.471 0.452 0.177
H 4.666037 4.875391 -0.171648 0.155 0.201 -0.091
H 3.318036 3.768356 -0.116218 -0.237 -0.466 0.487
H 4.550284 3.531852 -1.330485 0.198 -0.017 -0.076
H 0.255977 4.326575 -3.518849 1.024 0.591 0.858
H 1.220507 5.831562 -3.509536 -0.369 0.203 0.185
H -0.221127 4.672001 -1.009122 -0.390 -0.862 -0.026
H -0.882284 5.988191 -2.096417 0.845 -0.796 0.598
H 0.541194 6.172512 -1.063514 0.097 0.262 -0.163
C 1.597672 1.655604 3.530099 1.780 -0.655 -0.906
C 2.924197 1.412389 4.253148 -0.784 1.173 2.692
N 4.090906 0.896609 3.614600 1.166 -0.498 -1.826
C 4.705109 1.849357 2.637138 -1.035 0.407 1.041
C 6.153534 1.758951 2.155912 -0.690 -0.833 -0.596
C 3.795656 -0.358397 2.910368 0.772 0.694 -0.055
C 3.518676 -1.429112 3.913012 0.494 -0.196 2.091
H 0.832227 1.973108 4.202430 -0.404 0.357 0.400
H 1.311982 0.755473 3.018635 -0.544 -0.482 -0.275
H 1.857559 2.383335 2.785128 -0.609 0.651 -0.579
H 3.211198 2.396698 4.660893 0.021 -0.221 0.021
H 2.668146 0.835446 5.178272 0.533 -0.038 -0.668
H 4.595655 2.818795 3.098681 -0.041 0.472 0.283
H 4.023154 1.872545 1.797065 -0.018 0.166 -0.848
H 6.242155 1.004085 1.362670 0.036 0.348 -0.115
H 6.864046 1.443241 2.891914 0.263 0.069 0.822
H 6.433348 2.750946 1.775449 0.007 -0.409 -0.036
H 3.094348 -0.195494 2.080459 -0.647 -0.203 0.317
H 4.684846 -0.635292 2.355001 0.499 -0.065 0.093
H 3.947635 -2.355673 3.612547 -0.021 -0.994 -0.520
H 4.117322 -1.196521 4.854459 -0.714 -0.012 -1.098
H 2.501842 -1.606060 4.268951 -0.124 0.202 -0.409
C 1.261023 1.869796 -9.055605 1.147 1.458 -1.817
C 0.037176 1.472685 -8.300254 -0.173 0.679 1.954
N 0.397506 1.279125 -6.816240 1.069 1.186 -3.600
C -0.666659 1.266832 -5.916459 -1.139 -0.513 0.847
C -1.274024 2.593424 -5.562725 -0.396 1.653 -0.829
C 1.373652 0.234414 -6.739145 0.104 -0.279 2.746
C 0.974880 -1.121351 -7.276911 -0.652 -1.181 -1.445
H 1.802808 1.019477 -9.458726 0.602 -0.156 0.519
H 1.934878 2.647043 -8.547024 -0.960 -1.465 -0.375
H 0.978413 2.372949 -10.018020 -0.122 -0.217 0.766
H -0.634354 2.321129 -8.435340 -0.381 -0.137 0.644
H -0.461979 0.592280 -8.746804 0.200 0.173 0.285
H -1.467011 0.703099 -6.388632 -0.697 -0.734 0.492
H -0.362000 0.806120 -4.950995 -0.118 -0.067 -0.753
H -1.955880 3.015802 -6.337233 0.607 -0.371 0.159
H -1.915316 2.456736 -4.721425 -0.398 -0.138 0.739
H -0.562623 3.403316 -5.319650 0.007 -0.547 -0.102
H 1.550936 0.139295 -5.628298 0.155 -0.125 -0.844
H 2.298437 0.646242 -7.123585 0.316 -0.444 -0.408
H 0.913655 -1.111075 -8.396153 -0.230 0.112 0.802
H 0.004013 -1.543758 -6.891957 0.714 0.815 -0.245
H 1.681006 -1.935919 -7.115136 0.390 0.278 0.389
C -7.210405 -0.599763 4.280562 -1.118 -1.382 0.435
C -7.311609 -1.931841 3.577603 4.310 -1.607 0.606
N -5.992452 -2.204281 2.825113 0.155 0.123 0.544
C -4.760527 -2.547678 3.546823 -0.385 -0.213 0.167
C -4.748307 -3.875562 4.329196 0.468 0.172 -1.150
C -6.177120 -3.035732 1.682377 0.874 1.445 -1.396
C -4.957566 -3.154104 0.734499 -1.759 0.130 0.400
H -8.235748 -0.516358 4.616107 -0.236 1.004 0.522
H -6.915653 0.187625 3.634531 0.104 0.734 -0.668
H -6.553846 -0.639822 5.143216 0.101 -0.052 0.075
H -7.444469 -2.760814 4.333475 -0.264 0.731 -0.615
H -8.053156 -2.022192 2.827553 -0.919 0.262 -0.556
H -3.889136 -2.557374 2.907982 -0.174 -0.407 -1.136
H -4.412876 -1.667282 4.025780 -0.318 0.764 1.897
H -5.572437 -3.960415 4.966087 -1.461 0.074 1.152
H -4.868546 -4.734800 3.633080 0.465 0.469 0.296
H -3.876135 -3.986800 4.970156 0.294 -0.043 -0.255
H -7.014756 -2.590503 1.198543 -0.674 0.275 -1.086
H -6.454810 -4.017595 1.833167 -0.840 -2.575 1.096
H -4.666529 -2.173767 0.401600 0.284 0.258 -0.487
H -5.256388 -3.843946 -0.071133 0.394 0.432 0.060
H -4.165705 -3.572880 1.308002 0.851 -0.552 0.040
C -2.678711 2.588611 -1.963901 -0.756 0.851 1.046
C -3.988709 2.689089 -1.169245 0.369 0.298 -1.227
N -3.759003 2.075419 0.117045 0.167 0.817 1.055
C -4.259092 0.707905 0.182615 0.881 1.006 0.798
C -5.736453 0.599126 0.138544 -1.684 -0.244 -1.153
C -4.044156 2.939115 1.279790 -1.764 -2.374 0.655
C -3.744876 2.168649 2.612206 1.052 0.253 -0.762
H -1.950739 3.208323 -1.482455 0.580 0.301 0.643
H -2.727388 3.009729 -2.938286 -0.341 -0.223 -1.150
H -2.341158 1.586146 -1.874226 0.445 -0.945 -0.590
H -4.286649 3.756254 -1.146099 -0.007 -0.488 0.510
H -4.783898 2.166910 -1.731072 0.116 0.182 0.209
H -3.800687 0.174861 -0.609833 0.345 -0.518 -1.115
H -3.825603 0.207527 1.064146 -0.414 0.276 -0.059
H -5.963050 -0.423416 0.419684 -0.551 -0.104 0.312
H -6.208362 1.319017 0.829544 0.012 -0.463 -0.240
H -6.198027 0.727044 -0.908988 0.785 0.085 1.495
H -5.111395 3.283452 1.288035 0.520 -0.068 -0.002
H -3.433114 3.806701 1.279587 0.701 0.759 -0.307
H -3.628952 2.899381 3.421371 0.226 -0.321 -0.090
H -2.828090 1.577896 2.413286 0.186 0.816 0.390
H -4.367314 1.363369 2.977447 -1.088 0.177 -0.324
C 7.699576 -1.302946 -1.489775 -0.069 -0.461 -0.896
C 6.579289 -1.869494 -2.475173 2.189 -0.296 1.017
N 5.407031 -1.062221 -2.478331 -0.157 0.702 1.484
C 4.598747 -1.174919 -3.649179 0.639 -0.592 -0.709
C 4.938768 -0.096471 -4.686878 -1.695 -0.702 0.897
C 4.610873 -0.996651 -1.264584 -0.396 1.103 0.352
C 3.796326 0.329154 -1.196862 -0.880 -0.245 0.049
H 8.607789 -1.918793 -1.612186 -0.305 0.197 -0.005
H 7.440073 -1.372514 -0.435973 -0.297 -0.066 0.031
H 7.988016 -0.253909 -1.683762 -0.381 -0.440 -0.172
H 7.026090 -1.856277 -3.490520 -0.344 0.045 0.448
H 6.479151 -2.978561 -2.208774 -0.430 1.055 -0.261
H 3.545147 -1.124616 -3.394418 -0.161 0.255 0.018
H 4.720199 -2.196578 -3.988002 0.009 -0.400 -0.776
H 4.450025 -0.361376 -5.607357 -0.142 0.114 -0.658
H 5.963323 0.134930 -4.845121 0.942 -0.127 0.050
H 4.431835 0.749712 -4.247534 0.086 0.845 -0.332
H 3.890164 -1.804066 -1.195054 -0.415 -0.574 -0.226
H 5.181590 -1.114669 -0.333531 0.365 0.265 -0.449
H 3.075795 0.309321 -0.345147 0.535 -0.076 -0.458
H 4.378719 1.241176 -1.103540 0.506 -0.122 0.155
H 3.154588 0.516746 -2.091294 0.551 -0.506 0.507
F 0.571149 -8.182454 -2.844808 -0.036 1.141 0.652
C -0.123520 -7.109345 -2.304384 -0.478 -0.898 -0.682
C 0.239507 -6.574943 -1.059372 -0.718 -0.650 -0.149
C -0.604455 -5.639095 -0.482769 -0.375 0.262 -1.309
C -1.745411 -5.228633 -1.248188 0.617 2.196 3.512
C -2.141078 -5.803887 -2.386987 1.483 -0.850 -2.466
C -1.259084 -6.734416 -3.001045 -0.451 0.576 1.775
H 1.056810 -7.020805 -0.521047 0.374 0.090 0.029
H -0.367905 -5.183467 0.488673 -0.244 -0.238 -0.625
H -2.260201 -4.319275 -0.865938 0.000 -0.920 -0.151
H -2.953486 -5.428768 -2.986911 -0.380 0.031 0.191
H -1.566353 -7.162729 -3.916232 0.172 -0.620 -0.840
F -3.690667 -0.052901 -3.916076 0.861 2.692 0.829
C -4.236884 -1.194459 -4.223372 1.077 -0.637 0.123
C -4.881481 -1.852370 -3.196735 -0.453 -0.151 -1.945
C -5.449292 -3.054341 -3.567441 -0.218 -0.154 0.328
C -5.237309 -3.577182 -4.813996 1.738 0.559 -1.620
C -4.425326 -2.895200 -5.790406 -0.603 -0.468 1.762
C -3.871999 -1.654254 -5.481281 -1.499 -1.341 0.012
H -5.008104 -1.379557 -2.260959 -0.078 0.350 0.870
H -6.069039 -3.603071 -2.892078 -0.137 -0.304 0.533
H -5.491130 -4.599777 -5.001189 -0.547 -0.275 -0.302
H -4.193314 -3.426710 -6.682752 0.113 -0.110 -0.697
H -3.249524 -1.060167 -6.146413 -0.152 -0.146 0.229
F 2.771122 -4.524538 1.375327 -0.101 0.390 0.497
C 1.602646 -4.250760 2.009539 -0.647 -2.210 0.915
C 1.018828 -5.269106 2.821280 -0.321 1.565 -0.924
C -0.308115 -5.091336 3.177858 -0.905 0.910 -0.269
C -1.055483 -3.925555 2.844859 1.131 -1.077 -0.366
C -0.404021 -2.946116 2.130344 0.228 0.387 0.248
C 0.913585 -3.113843 1.730818 0.455 -0.014 -0.469
H 1.517364 -6.173347 3.068580 0.519 -0.543 0.010
H -0.884165 -5.871075 3.644158 0.261 -0.365 0.359
H -2.116956 -3.897361 3.025385 -0.067 0.156 0.317
H -0.834577 -1.999160 1.866604 -0.562 0.033 -0.098
H 1.405733 -2.432671 1.073054 0.081 0.717 -0.283
F 2.307764 -4.402719 -6.468031 0.331 0.242 1.267
C 2.505302 -4.446324 -5.089990 -1.036 -0.834 -1.329
C 1.915601 -3.489608 -4.292522 0.693 0.021 -0.667
C 2.162572 -3.562749 -2.939989 -0.892 0.895 0.420
C 2.819397 -4.603974 -2.334337 0.569 -0.234 -0.962
C 3.240615 -5.632587 -3.167972 0.349 -0.172 -0.648
C 3.101529 -5.574570 -4.576353 0.675 -0.088 0.921
H 1.411347 -2.666026 -4.772068 -0.191 0.152 0.121
H 1.776478 -2.768947 -2.328903 -0.092 0.376 0.289
H 3.118154 -4.523097 -1.300583 -0.312 -0.387 0.194
H 3.729273 -6.479512 -2.722700 0.215 -0.309 -0.024
H 3.540009 -6.328330 -5.248506 -0.439 0.345 0.495
F -2.241768 -1.549904 -0.134670 1.144 0.277 -0.543
C -1.201405 -0.765471 -0.634890 -0.999 -1.373 -0.535
C -0.730167 0.225357 0.165295 1.382 0.863 -1.915
C 0.204475 1.131083 -0.432133 -0.778 0.706 3.003
C 0.596733 1.040003 -1.717134 -0.193 -1.754 -1.868
C 0.213045 -0.132599 -2.459815 0.041 -0.134 0.999
C -0.698910 -1.055492 -1.935947 0.586 1.176 0.838
H -1.040106 0.408460 1.156662 -0.536 -0.061 0.890
H 0.548318 1.922090 0.294476 -0.212 -0.586 -1.282
H 1.217915 1.756182 -2.221394 0.257 0.211 0.379
H 0.760153 -0.416295 -3.365054 -0.419 0.429 0.069
H -0.915083 -1.973233 -2.469259 -0.328 0.063 0.158
```
Forces are in eV/Å.